No. 1
Entry from the Open Molecules 2025 dataset: C27H38Br5IrO3SSi as an isolated structure (ωB97M-V/def2-TZVPD).

Energy relative to the best compared isomer or geometry (same formula, charge and spin): 0.0 kcal per mole
HOMO-LUMO gap: 3.63 eV
LUMO energy: 3.77 eV
Calculated total energy: -406520.4146 eV

```
! wB97M-V def2-TZVPD RIJCOSX def2/J DEFGRID3
* xyz -2 1
Ir -0.7439 1.1592 -2.7178
Br -2.2468 6.0611 -7.6410
C -1.9196 4.4154 -6.7612
C -1.8728 3.2308 -7.4670
Br -2.1412 3.2111 -9.3432
C -1.6225 2.0251 -6.7894
Br -1.5625 0.3589 -7.6873
C -1.4208 1.9914 -5.4173
O -1.2495 0.8938 -4.7405
C -1.4409 3.2271 -4.6797
O -1.1956 3.1594 -3.4080
C -1.7095 4.4033 -5.3727
Br -1.7803 5.9837 -4.3274
C -0.9923 0.8208 3.9101
C -0.9420 -0.6467 3.4778
C -0.7276 -1.4904 4.7417
C -2.3347 -0.9615 2.9179
Si 0.3944 -0.8597 2.0040
Br -2.5234 0.9578 -0.8461
C 2.0857 0.0661 2.5295
C 2.5494 -0.0973 3.9847
C 1.9169 1.5626 2.2360
C 3.2298 -0.4102 1.6323
C 0.8134 -2.8124 1.8389
C -0.5017 -3.5927 1.7740
C 1.5303 -3.0629 0.5094
C 1.6695 -3.4373 2.9503
H -1.8309 0.9671 4.6093
H -1.1564 1.4776 3.0525
H -0.0855 1.1470 4.4175
H -1.5059 -1.2641 5.4928
H 0.2407 -1.3009 5.2072
H -0.7906 -2.5582 4.5330
H -3.1006 -0.6821 3.6599
H -2.4702 -2.0199 2.6933
H -2.5222 -0.4034 1.9990
H 1.8332 0.3125 4.6969
H 3.5049 0.4336 4.1469
H 2.7109 -1.1436 4.2474
H 1.1779 2.0369 2.8806
H 1.6052 1.7266 1.2026
H 2.8768 2.0815 2.3972
H 3.5020 -1.4505 1.8147
H 4.1246 0.2019 1.8282
H 2.9756 -0.3029 0.5745
H -1.1705 -3.1832 1.0129
H -1.0312 -3.5962 2.7265
H -0.2939 -4.6426 1.5089
H 1.0028 -2.5926 -0.3167
H 1.5771 -4.1466 0.3124
H 2.5527 -2.6843 0.5052
H 1.2024 -3.3505 3.9315
H 2.6554 -2.9756 3.0133
H 1.8297 -4.5140 2.7567
C -0.0752 5.4164 -0.9227
S -0.7969 3.7847 -0.7084
C -0.9772 3.8105 1.0764
O 0.3377 2.8362 -0.9666
H -0.8421 6.1741 -0.7578
H 0.2517 5.4545 -1.9591
H 0.7653 5.5453 -0.2407
H -1.6251 4.6384 1.3671
H 0.0084 3.8960 1.5340
H -1.4374 2.8593 1.3381
C -0.1281 -0.4018 -2.6571
C -0.0554 -1.8287 -2.7014
C 0.9998 -2.5097 -3.3057
C 1.0256 -3.8915 -3.2824
C 0.0129 -4.5949 -2.6435
C -1.0330 -3.9123 -2.0366
C -1.0795 -2.5320 -2.0638
H 1.7869 -1.9448 -3.7867
H 1.8426 -4.4219 -3.7550
H 0.0394 -5.6768 -2.6177
H -1.8179 -4.4588 -1.5304
H -1.8784 -1.9722 -1.5925
*
```

Mulliken population analysis, charges in e, atoms 1 to 2:
1. Ir 1.078
2. Br -0.220

No. 2
Entry from the Open Molecules 2025 dataset: C6H19HgO6 as an isolated structure (ωB97M-V/def2-TZVPD).

Energy relative to the best compared isomer or geometry (same formula, charge and spin): 43.8 kcal per mole
HOMO-LUMO gap: 3.33 eV
LUMO energy: -9.41 eV
Calculated total energy: -22977.0717 eV

```
! wB97M-V def2-TZVPD RIJCOSX def2/J DEFGRID3
* xyz 1 1
Hg 1.1842 2.5248 -1.5910
C -0.3683 -1.3754 -1.3162
C -0.1071 0.1173 -1.3714
O 0.3698 0.6578 -0.4078
O -0.3563 0.8136 -2.4229
H -0.8815 -1.6964 -0.4098
H 0.5773 -1.9174 -1.3308
H -0.9423 -1.8370 -2.1197
C 2.5087 -2.0083 1.5520
O 2.7090 -0.9777 0.7085
H 3.4897 -2.4060 1.8121
H 1.9507 -1.6541 2.4188
H 1.9808 -2.8449 1.0942
H 1.8690 -0.5394 0.5538
C -0.9388 -0.7364 2.7417
O -1.6054 -1.0591 3.8589
H -0.4458 -1.5655 2.2342
H -1.5656 -0.2522 1.9928
H -0.0433 -0.1323 2.8874
H -2.0459 -1.9119 3.8753
C 0.7919 3.0596 2.6681
O -0.2685 3.2304 3.5616
H 1.3559 2.2109 3.0548
H 0.3962 2.8030 1.6854
H 1.4241 3.9474 2.6525
H -0.7964 3.9735 3.2606
C -1.7553 -0.2469 -5.5770
O -2.2646 0.5192 -4.4975
H -0.7829 0.1802 -5.8221
H -1.5424 -1.3016 -5.4027
H -2.3148 -0.2073 -6.5116
H -1.5821 0.6317 -3.8319
*
```

natural (NBO) population analysis, charges in e, atoms 1 to 2:
1. Hg 1.367
2. C -0.716